Record 1
The following is a DFT calculation (wB97M-V/def2-TZVPD) of 7 unconnected molecules or ions with the total composition C20H35Br2Cl12F3NO in a non-equilibrium geometry.

The HOMO energy (spin up / spin down) is -9.04 / -9.94 eV. The value obtained for the calculated total energy is -11882.632834 a.u. Its multiplicity is 2. The calculation puts the HOMO-LUMO gap (spin up / spin down) at 8.78 / 9.49 eV. For the largest force on an atom, the calculation gives 4.89 eV/A. The net charge is 0. The value obtained for the LUMO energy (spin up / spin down) is -0.3 / -0.4 eV.

```
74
Properties=species:S:1:pos:R:3:forces:R:3
C -0.2247 1.2485 -0.4319 -0.60 -0.63 0.53
C -0.7174 -0.3410 -0.2563 0.76 1.21 0.19
C -2.1754 -0.4320 -0.9966 0.10 0.76 0.02
C -2.6353 -1.9309 -1.4714 0.18 -0.14 -0.28
C -3.8124 -1.8943 -2.6371 1.33 -0.52 -0.48
F -3.5381 -0.8692 -3.7083 -1.03 -2.38 3.28
Br -3.6358 -3.6833 -3.6038 0.14 1.65 0.53
C -5.3416 -1.8535 -2.0673 -1.87 0.21 -2.70
F -5.9885 -3.1948 -2.2935 1.47 4.52 1.17
F -6.0816 -0.8539 -2.9253 1.79 -3.07 2.43
Br -5.5634 -1.2471 -0.1817 -0.02 -0.81 -1.83
C 0.4715 -1.2460 -0.9261 -0.15 0.27 -0.16
C 0.7395 -2.6766 -0.1552 1.80 -0.79 -2.75
C 2.1816 -2.5437 0.6129 -0.54 0.77 0.77
C 0.9787 -3.7967 -1.3742 0.56 0.90 -0.02
N -0.4065 -3.1610 0.7023 2.44 -0.59 1.73
O -0.2265 -4.4156 1.1592 -0.76 2.80 -1.25
C -0.7798 -2.1923 1.8015 -2.62 0.05 2.09
C -2.3781 -2.5234 2.1689 0.49 0.80 -0.08
C 0.0313 -2.4753 3.2369 0.16 0.61 0.05
C -0.7501 -0.6078 1.3685 1.11 0.02 0.05
H 0.7633 1.3693 0.2096 -2.04 -0.01 -1.52
H -1.0858 1.9425 0.0071 1.94 -1.32 -0.97
H -0.0547 1.5034 -1.5725 -0.26 -0.51 2.39
H -2.1248 0.3099 -1.9307 -0.11 -1.89 1.85
H -2.9511 0.0888 -0.2530 1.53 -1.40 -1.63
H -2.9884 -2.6023 -0.5499 0.50 1.55 -2.17
H -1.7485 -2.5622 -1.9637 -1.90 1.79 1.08
H 0.2411 -1.3966 -2.0877 0.38 0.13 2.56
H 1.4982 -0.6372 -0.9033 -2.30 -1.27 0.12
H 2.1710 -1.5721 1.3005 -0.10 -2.50 -1.61
H 2.9971 -2.3687 -0.2160 -1.55 -0.54 1.66
H 2.4228 -3.4554 1.3084 -0.44 1.54 -1.64
H 1.3084 -4.8450 -0.9722 -0.93 2.06 -0.73
H 0.0296 -3.8260 -2.0596 1.77 -0.27 1.38
H 1.8751 -3.3720 -2.0383 -1.97 -0.89 1.41
H -3.0273 -1.8091 1.4872 1.03 -1.76 1.36
H -2.6317 -3.6614 2.0444 0.52 2.29 0.17
H -2.5345 -2.1956 3.2828 0.11 -0.64 -2.17
H 0.9830 -3.1411 3.0924 -1.83 1.45 0.22
H 0.3128 -1.4093 3.6859 -0.39 -2.33 -0.94
H -0.6527 -2.9934 4.0430 1.30 0.92 -1.87
H 0.2562 -0.1535 1.8112 -2.02 -0.91 -1.04
H -1.6227 -0.0071 1.9175 1.75 -1.47 -1.32
C -2.5331 -7.2780 -5.8008 0.09 -0.15 -0.34
Cl -3.8970 -6.3758 -5.1291 -0.08 -0.25 -0.23
Cl -1.2534 -7.4846 -4.5987 0.03 -0.03 -0.09
H -2.8816 -8.2625 -6.1222 0.05 0.26 0.21
H -2.1318 -6.7309 -6.6573 -0.10 -0.05 0.32
C 4.7304 -0.1422 1.2824 0.08 -0.26 -0.30
Cl 3.1330 0.3708 1.8396 0.22 0.61 0.19
Cl 6.0112 0.7328 2.1306 0.04 -0.09 -0.05
H 4.8460 -1.2124 1.4704 -0.07 0.30 0.08
H 4.8138 0.0554 0.2110 -0.05 0.10 0.31
C -7.4495 1.8563 -4.1625 0.10 -0.41 -0.04
Cl -8.0657 2.8484 -5.4895 -0.01 -0.07 -0.07
Cl -7.2334 2.8191 -2.6956 0.04 -0.09 0.06
H -8.1614 1.0526 -3.9589 0.14 0.31 -0.02
H -6.4862 1.4308 -4.4539 -0.23 0.22 0.09
C 5.0888 4.1534 1.5388 0.27 -0.11 0.29
Cl 5.2297 5.9075 1.7081 0.05 -0.15 0.02
Cl 4.0797 3.7274 0.1512 -0.02 -0.16 -0.04
H 6.0856 3.7284 1.3977 -0.30 0.16 -0.06
H 4.6380 3.7435 2.4458 0.02 0.17 -0.26
C 3.3406 6.6365 5.4977 -0.09 0.24 0.27
Cl 4.8880 7.3895 5.0928 -0.09 -0.10 0.35
Cl 3.1304 5.1096 4.6318 -0.17 -0.09 0.07
H 3.3096 6.4431 6.5727 0.08 -0.04 -0.32
H 2.5310 7.3165 5.2217 0.25 -0.21 -0.06
C 6.1393 10.0262 1.9297 -0.05 0.25 -0.32
Cl 7.4769 9.6346 3.0172 0.06 0.05 -0.04
Cl 4.6843 9.1181 2.3585 -0.01 0.32 -0.33
H 5.9250 11.0953 1.9999 0.05 -0.32 0.10
H 6.4274 9.7740 0.9063 -0.06 -0.06 0.33
```
Forces are in eV/Å.

***

Record 2
The following is a DFT calculation (wB97M-V/def2-TZVPD) of a single C6H8N2S molecule in a non-equilibrium geometry.

The HOMO energy (spin up / spin down) is -8.98 / -7.22 eV. The value obtained for the calculated total energy is -740.995860 a.u. Its multiplicity is 1. The calculation puts the HOMO-LUMO gap (spin up / spin down) at 8.44 / 5.35 eV. For the largest force on an atom, the calculation gives 4.82 eV/A. The net charge is 0. The value obtained for the LUMO energy (spin up / spin down) is -0.5 / -1.9 eV.

```
17
Properties=species:S:1:pos:R:3:forces:R:3
C 2.1230 -1.2600 -0.5454 -3.82 2.58 1.42
C 1.9406 -0.7318 0.7161 0.79 -0.67 1.89
C 0.9549 -0.8833 -1.2394 1.69 -0.59 0.82
C 0.6655 -0.0453 0.7962 2.91 -2.01 0.53
C -1.2540 0.1730 -0.6876 -2.16 -0.42 -1.04
C -1.8318 1.4663 -0.0453 1.15 0.31 -0.33
N 0.1117 -0.2145 -0.4603 -1.36 1.95 0.58
N 0.1499 0.4964 1.8005 -2.69 1.40 0.32
S -2.1382 -1.2403 0.1392 0.00 0.01 -0.73
H 2.9543 -1.5558 -1.0075 3.04 -1.75 -1.46
H 2.4996 -0.9109 1.6757 -0.26 0.39 -1.43
H 0.7315 -1.1253 -2.2051 -0.74 -0.39 -2.38
H -1.4891 0.2215 -1.8029 0.65 -0.41 1.41
H -2.2465 1.1830 0.9587 1.14 0.99 -0.66
H -2.7105 1.7648 -0.6303 0.31 -0.05 -0.18
H -1.0154 2.2911 -0.1604 -1.66 -1.22 0.87
H 0.5547 0.3710 2.6979 1.01 -0.14 0.36
```
Forces are in eV/Å.

***

Record 3
The following is a DFT calculation (wB97M-V/def2-TZVPD) of a molecular structure, C51H55I2N3O5P2Y in a non-equilibrium geometry.

The HOMO energy (spin up / spin down) is -9.62 / -9.62 eV. The value obtained for the calculated total energy is -3833.175163 a.u. Its multiplicity is 1. The calculation puts the HOMO-LUMO gap (spin up / spin down) at 4.85 / 4.84 eV. For the largest force on an atom, the calculation gives 1.76 eV/A. The net charge is +1. The value obtained for the LUMO energy (spin up / spin down) is -4.8 / -4.8 eV.

```
119
Properties=species:S:1:pos:R:3:forces:R:3
Y -0.7888 -1.3111 0.1619 1.07 0.70 -0.94
C -3.5464 -1.4283 -1.9514 0.02 0.02 -0.07
P -1.8522 -2.1081 -2.2445 -0.71 -0.06 -0.88
C -1.4362 -1.0990 -3.7063 -0.01 -0.01 -0.10
C -0.5267 -0.0509 -3.5887 -0.04 0.07 -0.08
C -0.2973 0.8120 -4.6508 -0.06 -0.02 -0.04
C -0.9723 0.6330 -5.8512 0.01 -0.02 0.04
C -1.8911 -0.4008 -5.9794 0.05 0.01 0.09
C -2.1278 -1.2534 -4.9093 -0.07 0.03 -0.02
C -2.0342 -3.8487 -2.7384 0.01 -0.07 -0.08
C -2.4715 -4.7194 -1.7376 -0.01 -0.09 -0.03
C -2.6165 -6.0752 -1.9918 0.02 0.06 0.01
C -2.3058 -6.5833 -3.2462 -0.01 -0.01 0.01
C -1.8416 -5.7345 -4.2396 0.00 0.08 0.06
C -1.7050 -4.3732 -3.9886 0.07 -0.03 0.01
C -3.3121 -0.0103 -1.5148 0.38 -0.28 0.26
C -3.9268 1.1537 -1.8639 -0.10 0.64 0.03
C -3.2696 2.2001 -1.1276 -0.53 0.03 -0.47
C -2.2917 1.6045 -0.3927 0.40 -0.46 0.17
C -1.2973 2.1705 0.5903 -0.10 -0.02 -0.24
P -1.2999 0.9505 1.9632 0.06 -0.06 -0.08
C 0.3315 1.1603 2.7361 -0.30 -0.07 0.39
C 0.6974 1.9501 3.8161 0.06 -0.04 0.07
C 2.0317 2.0729 4.1630 0.09 0.12 0.17
C 3.0446 1.4170 3.4272 -0.15 0.02 0.07
C 2.6927 0.5486 2.4490 0.24 -0.30 0.09
C 1.2977 0.2444 2.1694 0.21 0.42 -0.65
C -2.5920 1.5554 3.0541 0.00 0.13 0.21
C -3.6635 0.7086 3.3134 -0.13 0.05 0.14
C -4.7135 1.1384 4.1183 0.09 0.00 -0.05
C -4.6917 2.4122 4.6659 0.01 0.00 0.00
C -3.6329 3.2739 4.3940 0.01 -0.10 -0.05
C -2.5921 2.8492 3.5832 -0.09 0.08 0.00
N -2.2855 0.2346 -0.6193 -0.27 0.26 -0.16
H -4.0600 -2.0291 -1.1975 0.00 -0.02 0.06
H -4.1236 -1.4782 -2.8728 -0.08 0.03 -0.03
H 0.0101 0.1066 -2.6615 -0.02 -0.02 0.08
H 0.4064 1.6280 -4.5400 -0.01 -0.02 -0.01
H -0.7909 1.3029 -6.6828 -0.01 -0.02 0.04
H -2.4326 -0.5361 -6.9077 0.02 0.00 0.04
H -2.8760 -2.0308 -5.0145 0.03 -0.01 0.03
H -2.6908 -4.3456 -0.7425 -0.02 0.04 0.02
H -2.9552 -6.7379 -1.2053 0.01 0.03 -0.03
H -2.4136 -7.6428 -3.4442 0.01 0.05 0.01
H -1.5805 -6.1319 -5.2130 -0.01 0.04 0.04
H -1.3216 -3.7316 -4.7716 -0.03 0.02 0.01
H -4.7612 1.2581 -2.5443 0.08 0.02 0.08
H -3.4990 3.2574 -1.1493 -0.02 -0.12 0.00
H -1.5952 3.1523 0.9524 -0.02 0.09 -0.05
H -0.2849 2.2472 0.1847 0.00 -0.02 -0.05
H -0.0526 2.5174 4.3528 0.02 -0.04 -0.03
H 2.3086 2.7301 4.9810 -0.02 -0.05 -0.07
H 4.0890 1.5847 3.6612 -0.08 0.02 0.00
H 3.4546 -0.0052 1.9112 -0.08 0.07 -0.02
H 1.9210 0.0068 0.2387 0.12 -0.11 -0.03
H -3.6802 -0.2856 2.8870 0.01 0.00 0.00
H -5.5462 0.4748 4.3137 0.01 0.02 0.01
H -5.5064 2.7443 5.2976 0.02 -0.02 -0.03
H -3.6276 4.2767 4.8029 0.00 -0.04 -0.01
H -1.7969 3.5466 3.3403 0.00 -0.06 0.01
C -4.8524 -3.5870 5.1901 0.10 0.19 0.03
O -3.9518 -2.6447 5.7699 -0.05 -0.19 -0.07
C -2.8877 -2.2628 5.0348 -0.24 -0.06 0.07
C -1.9667 -1.4328 5.6878 0.07 0.04 -0.09
C -0.8422 -1.0512 5.0083 0.20 0.10 0.08
C -0.5722 -1.4048 3.6678 0.77 0.25 -0.04
C 0.8441 -1.1586 3.1175 -0.73 0.05 0.47
C 1.8522 -1.3379 4.2314 -0.03 0.08 -0.09
O 1.0631 0.0222 0.7741 -0.21 -0.05 0.17
C -1.5799 -2.1313 3.0095 -0.15 -0.26 -0.91
O -1.5483 -2.3757 1.6875 -0.66 -0.41 1.58
C -2.6949 -2.6056 3.7103 -0.03 0.04 0.10
H -5.5409 -3.8727 5.9773 -0.01 0.01 0.05
H -4.3186 -4.4663 4.8293 0.02 -0.04 0.02
H -5.4088 -3.1336 4.3682 -0.02 0.00 -0.05
H -2.1513 -1.1258 6.7096 0.01 -0.05 -0.07
H -0.1253 -0.4333 5.5369 -0.02 -0.03 -0.02
H 1.5998 -2.2371 4.7880 -0.02 -0.01 0.05
H 1.8439 -0.4915 4.9333 0.03 -0.05 -0.02
H 2.8702 -1.4243 3.8514 0.00 0.00 -0.01
H -3.4089 -3.1958 3.1536 0.02 0.02 0.02
I 1.4147 -2.9156 1.5742 0.91 -1.00 0.43
I 1.8797 -5.3550 0.0801 -0.04 0.26 0.14
C 2.7176 -3.2134 -3.0629 0.19 0.01 -0.11
C 1.5254 -2.3015 -2.9400 0.10 0.03 0.29
O 1.2203 -2.0027 -1.5484 -0.33 0.16 -0.10
H 2.9541 -3.3563 -4.1211 -0.02 -0.01 0.09
H 2.5314 -4.1802 -2.6049 -0.02 -0.04 0.01
H 3.6034 -2.7727 -2.5896 -0.08 -0.01 -0.05
H 0.6350 -2.7630 -3.3553 -0.06 -0.08 0.02
H 1.6904 -1.3670 -3.4742 0.03 0.08 0.00
H 2.0594 -1.8935 -1.0860 0.03 -0.03 -0.03
C 3.8263 6.3585 -3.1353 -0.03 0.10 -0.12
C 4.8313 5.6102 -2.2764 -0.21 -0.13 0.03
N 4.3328 4.3208 -1.7721 -0.18 -0.10 -0.03
C 3.2969 4.3562 -0.7362 0.32 0.10 0.05
C 1.8486 4.3474 -1.2252 -0.02 0.03 -0.13
C 4.8974 3.1914 -2.2839 -0.08 -0.12 0.11
O 5.6883 3.2046 -3.2106 0.05 0.07 -0.03
C 4.6505 1.8305 -1.6422 -0.02 0.31 -0.01
C 5.7612 0.9996 -1.5501 0.17 0.00 -0.03
C 5.6392 -0.2638 -1.0021 0.05 -0.08 -0.02
C 4.3927 -0.6786 -0.5692 -0.08 0.06 -0.02
N 3.3058 0.0920 -0.6861 0.21 0.10 0.12
C 3.4423 1.3189 -1.2088 -0.22 -0.23 0.00
H 4.2907 7.2591 -3.5414 -0.01 -0.05 0.01
H 2.9478 6.6762 -2.5716 0.06 -0.03 0.00
H 3.4982 5.7407 -3.9739 0.02 0.02 0.05
H 5.1202 6.2097 -1.4113 -0.03 0.02 0.06
H 5.7262 5.3974 -2.8481 0.06 -0.02 -0.06
H 3.4636 5.2756 -0.1727 0.03 -0.01 0.06
H 3.4780 3.5418 -0.0357 -0.04 -0.05 0.01
H 1.5616 5.3099 -1.6478 0.01 -0.05 0.04
H 1.1697 4.1315 -0.3945 0.08 0.03 -0.05
H 1.6829 3.6055 -2.0071 0.01 -0.06 0.00
H 6.7097 1.3636 -1.9225 0.00 -0.02 0.01
H 6.4931 -0.9235 -0.9155 -0.04 0.04 0.00
H 4.2584 -1.6576 -0.1131 -0.05 0.07 -0.02
H 2.5234 1.8811 -1.2942 -0.03 0.04 0.04
```
Forces are in eV/Å.

***

Record 4
The following is a DFT calculation (wB97M-V/def2-TZVPD) of a molecular structure, C18H29AsN15OSV in a non-equilibrium geometry.

The HOMO energy (spin up / spin down) is -10.77 / -10.78 eV. The value obtained for the calculated total energy is -5177.626680 a.u. Its multiplicity is 2. The calculation puts the HOMO-LUMO gap (spin up / spin down) at 7.20 / 7.77 eV. For the largest force on an atom, the calculation gives 2.38 eV/A. The net charge is +1. The value obtained for the LUMO energy (spin up / spin down) is -3.6 / -3.0 eV.

```
66
Properties=species:S:1:pos:R:3:forces:R:3
V 0.4566 0.5402 0.6401 0.28 0.22 1.03
C -0.3979 -2.3308 -3.6582 0.07 -0.02 0.01
C -0.2702 -1.9857 -2.2001 0.25 -0.49 0.07
N -0.9559 -1.0668 -1.6522 -0.19 0.40 0.07
N -1.7812 -0.3476 -2.4579 -0.10 0.03 0.70
C -2.8078 0.3900 -1.9141 0.21 -0.25 0.00
N -3.4560 1.1228 -2.8333 -0.14 0.09 -0.01
S -3.2334 0.3427 -0.3134 -0.07 0.00 -0.18
C 0.6277 -2.7723 -1.2838 -0.24 0.23 -0.03
C 1.6551 -3.5592 -1.7805 0.18 -0.20 -0.05
C 2.4496 -4.2799 -0.8958 0.06 -0.01 -0.11
C 2.1930 -4.1933 0.4574 0.06 -0.02 0.06
C 1.1579 -3.3607 0.8663 -0.30 0.01 -0.10
N 0.3994 -2.6608 0.0301 -0.03 -0.33 -0.01
H -1.4287 -2.6300 -3.8728 0.03 0.05 0.01
H 0.2395 -3.1578 -3.9502 0.00 -0.01 -0.02
H -0.1554 -1.4749 -4.2979 0.04 -0.06 0.02
H -1.6971 -0.4082 -3.4556 0.04 -0.04 -0.30
H -3.0651 1.3138 -3.7413 0.04 0.06 0.02
H -4.2161 1.6929 -2.5098 -0.07 0.03 -0.01
H 1.8528 -3.6257 -2.8414 -0.05 -0.06 0.01
H 3.2537 -4.9025 -1.2701 -0.04 0.01 0.01
H 2.7732 -4.7527 1.1816 -0.05 0.05 -0.05
H 0.9223 -3.2612 1.9241 0.04 -0.07 -0.20
N -1.3964 3.2685 -0.6200 0.11 -0.09 -0.05
C -1.4800 2.8934 0.6930 0.21 -0.21 -0.09
N -2.2184 3.4446 1.6041 -0.27 0.01 0.89
N -1.9679 2.7182 2.7482 0.20 0.04 -0.68
N -1.1176 1.7914 2.5313 -0.43 0.69 -0.50
N -0.7763 1.8581 1.1857 -0.88 0.43 0.90
C -0.5813 2.5887 -1.4791 -0.17 0.22 0.08
N -0.5215 2.7495 -2.7931 0.29 -0.19 -0.25
N 0.4465 1.8946 -3.1918 -0.29 0.31 0.20
N 0.9134 1.2628 -2.1797 -0.28 0.17 0.24
N 0.2850 1.6751 -1.0540 0.16 -0.22 -0.57
H -1.9935 4.0012 -0.9618 -0.07 0.02 -0.03
C -1.9059 -1.1837 2.7721 0.14 -0.04 0.02
C -0.4446 -1.2015 3.0441 0.27 0.02 -0.33
N 0.5405 -0.7308 2.2791 0.13 0.10 0.38
C 1.7455 -1.0364 2.9198 -0.45 0.28 -0.26
C 1.4801 -1.6799 4.0698 -0.32 -0.09 0.26
N 0.0961 -1.7745 4.1268 0.32 -0.14 0.25
H -2.0909 -1.0861 1.7041 0.02 0.00 -0.04
H -2.3783 -0.3454 3.2792 -0.01 0.07 0.03
H -2.3598 -2.1123 3.1213 0.02 0.02 -0.02
H 2.7009 -0.7866 2.4959 -0.03 0.07 -0.03
H 2.1269 -2.0711 4.8375 -0.10 0.01 -0.05
H -0.4377 -2.1790 4.8764 -0.02 -0.06 0.05
C 4.3546 -0.8958 -0.6289 -0.04 -0.09 0.18
As 2.9463 0.1287 -1.4302 0.22 -0.12 0.13
C 3.6839 1.8911 -1.4107 -0.15 0.03 0.08
C 2.9370 -0.5403 -3.2186 -0.30 -0.14 0.00
O 1.6977 -0.2572 -0.2656 1.73 -0.58 -1.53
H 5.2519 -0.8088 -1.2365 0.08 -0.01 -0.03
H 4.0497 -1.9375 -0.5623 0.00 -0.06 -0.01
H 4.5571 -0.5200 0.3720 0.02 0.02 0.02
H 4.5578 1.8287 -2.0561 0.09 0.02 -0.05
H 3.9943 2.1448 -0.4037 0.03 0.02 0.11
H 2.9862 2.6212 -1.7939 -0.08 0.10 -0.06
H 3.9782 -0.5233 -3.5354 0.06 -0.03 -0.02
H 2.3272 0.0990 -3.8441 -0.04 0.06 -0.09
H 2.5705 -1.5649 -3.2341 0.03 0.08 0.01
C 1.8474 1.8045 1.5522 -0.16 -0.37 -0.03
H 1.5368 1.9224 2.5871 -0.04 0.02 0.04
H 1.8493 2.7722 1.0579 -0.03 0.04 -0.08
H 2.8436 1.3621 1.5257 0.01 -0.04 -0.01
```
Forces are in eV/Å.

***

Record 5
The following is a DFT calculation (wB97M-V/def2-TZVPD) of 2 unconnected molecules or ions with the total composition CH4P2S3 in a non-equilibrium geometry.

The SMILES is CSP=S.P=S. The HOMO energy is -9.03 eV. The value obtained for the calculated total energy is -1917.739429 a.u. Its multiplicity is 1. The calculation puts the HOMO-LUMO gap at 7.02 eV. For the largest force on an atom, the calculation gives 3.08 eV/A. The net charge is 0. The value obtained for the LUMO energy is -2.0 eV.

```
10
Properties=species:S:1:pos:R:3:forces:R:3
C -0.0955 -0.9906 0.6484 -0.27 -2.45 -1.85
S -1.8634 -0.7869 1.0168 0.26 -0.52 -0.63
P -2.6742 0.1994 -0.6210 -0.68 -0.44 1.03
S -4.4759 0.3088 0.0810 0.17 0.34 -0.72
H 0.3047 -1.9461 1.0478 -0.52 0.66 0.18
H 0.2951 -0.1706 1.1172 1.76 1.82 1.01
H 0.2097 -1.0404 -0.4360 -0.75 0.43 0.96
P -0.5795 2.9909 0.1298 0.04 0.35 -0.34
S 1.2564 2.5398 0.4824 -0.42 -0.13 0.16
H -1.4016 2.1835 0.9917 0.41 -0.07 0.20
```
Forces are in eV/Å.

***

- Which formula does entry 2 have?
  C6H8N2S